Computed, not measured: 2 unconnected molecules or ions with the total composition CH2Br2NO at a distorted geometry, with ωB97M-V/def2-TZVPD.

The geometry in ORCA input format:
```
! RIJCOSX wB97M-V def2-TZVPD def2/J DEFGRID3
* xyz -1 1
O 1.247 -1.401 0.051
H 1.883 0.247 -0.775
C -0.009 0.421 0.147
Br -3.033 -1.122 0.660
N 1.104 -0.147 -0.287
H -0.862 -0.290 0.288
Br -0.330 2.292 -0.084
*
```

Output
**Highest occupied orbital energy**: -3.91 eV
**LUMO level**: 2.931 eV
**Energy relative to the best compared isomer or geometry (same formula, charge and spin)**: 2.9 kcal per mole

=====

Computed, not measured: 2 unconnected molecules or ions with the total composition CH2Br2S at a distorted geometry, with ωB97M-V/def2-TZVPD.

The geometry in ORCA input format:
```
! RIJCOSX wB97M-V def2-TZVPD def2/J DEFGRID3
* xyz 0 1
H 2.355 1.009 -1.261
H 1.623 2.122 0.033
Br 0.750 -0.436 0.210
S -2.955 -0.895 0.999
Br -3.339 -2.883 0.498
C 1.566 1.083 -0.478
*
```

Output
**Highest occupied orbital energy (spin up / spin down)**: -9.27 / -8.55 eV
**LUMO level (spin up / spin down)**: -0.216 / -2.393 eV
**Energy relative to the best compared isomer or geometry (same formula, charge and spin)**: 63.6 kcal per mole

=====

Computed, not measured: a molecular structure, CH2Br3N2 at a distorted geometry, with ωB97M-V/def2-TZVPD.

The geometry in ORCA input format:
```
! RIJCOSX wB97M-V def2-TZVPD def2/J DEFGRID3
* xyz 1 1
N -0.708 -0.478 -1.480
C 0.328 0.481 0.358
Br -0.334 0.758 -2.630
Br 1.266 1.834 -0.241
H 0.483 0.234 2.477
N 0.062 0.036 1.501
H -0.074 -1.326 -1.743
Br -1.024 -1.539 1.758
*
```

Output
**Highest occupied orbital energy (spin up / spin down)**: -14.00 / -14.03 eV
**LUMO level (spin up / spin down)**: -6.222 / -6.457 eV
**Energy relative to the best compared isomer or geometry (same formula, charge and spin)**: 87.1 kcal per mole

=====

Number 1: M 203.841 u, DFT total energy -5317.3151 a.u.. Number 2: M 205.902 u, DFT total energy -5585.3912 a.u.. Number 3: M 281.753 u, DFT total energy -7870.3740 a.u..